ORCA calculation (the ωB97M-V functional and the def2-TZVPD basis) on the molecule C6H6O in a non-equilibrium geometry.

E_HOMO: -8.574 eV
HOMO-LUMO gap: 9.22 eV
maximum force: 0.1254 Eh/bohr
E_tot: -8362.78103 eV
relative energy (zero: lowest compared OMol25 entry of this formula, charge and spin): 3.725 eV

```
13
C6H6O (the ωB97M-V functional and the def2-TZVPD basis)
C -1.986 -2.537 -0.093
C -1.857 -1.345 -0.074
C -1.770 0.025 0.091
C -2.782 0.837 -0.043
O -3.715 1.550 -0.145
C -0.350 0.678 0.488
C 0.984 0.522 -0.406
H -2.287 -3.527 -0.286
H -0.292 0.260 1.603
H -0.427 1.793 0.630
H 0.945 1.208 -1.159
H 1.922 0.446 0.050
H 0.973 -0.584 -0.864
```

Atom charges from the Mulliken analysis, given in e for atoms 1 to 4: 0.116 -0.682 0.059 0.473



ORCA calculation (the ωB97M-V functional and the def2-TZVPD basis) on a cluster of 14 separate species, C6H37NO13 in total in a non-equilibrium geometry.

E_HOMO: -8.906 eV
HOMO-LUMO gap: 8.92 eV
maximum force: 0.0431 Eh/bohr
E_tot: -34927.54271 eV
relative energy (zero: lowest compared OMol25 entry of this formula, charge and spin): 5.293 eV

```
57
C6H37NO13 (the ωB97M-V functional and the def2-TZVPD basis)
C -0.218 -0.156 2.517
C 0.608 -0.697 1.338
C 1.092 0.419 0.417
C 0.377 1.353 -0.188
C 3.460 1.210 -0.135
C 2.520 0.720 0.688
N -1.244 -1.156 2.814
H 0.391 0.262 3.339
H -0.752 0.767 2.259
H -0.080 -1.442 0.932
H 1.448 -1.280 1.729
H -0.706 1.430 -0.263
H 0.857 2.255 -0.548
H 4.307 1.764 0.269
H 3.389 1.345 -1.185
H 2.956 0.617 1.683
H -2.000 -0.796 3.371
H -0.862 -2.045 3.100
H -2.602 3.767 0.657
H -1.307 3.995 -0.157
O -1.672 4.044 0.730
H 2.348 1.623 -3.491
H 1.442 2.606 -2.688
O 2.309 2.202 -2.722
H 1.219 -2.438 -1.719
H 2.120 -2.108 -2.918
O 1.241 -2.447 -2.673
H -3.164 2.319 2.005
H -3.422 1.369 0.929
O -3.657 2.283 1.174
H 3.374 -1.549 1.694
H 3.677 -2.490 0.639
O 4.102 -2.128 1.430
H 2.985 -0.197 -2.139
H 4.093 -1.168 -1.600
O 3.378 -1.065 -2.226
H 1.693 -4.400 0.450
H 0.194 -4.257 -0.106
O 0.840 -3.967 0.531
H 0.957 2.566 3.118
H 0.179 3.556 2.387
O 0.461 2.639 2.293
H -1.761 2.441 -2.689
H -0.538 3.350 -2.495
O -1.491 3.313 -2.375
H -2.900 -1.602 0.517
H -2.138 -0.437 1.082
O -3.020 -0.643 0.732
H -1.613 -3.276 0.660
H -2.536 -3.461 -0.676
O -2.469 -3.199 0.240
H -3.764 -0.064 -0.832
H -4.382 1.334 -1.002
O -3.893 0.662 -1.480
H -0.699 -3.285 -2.504
H -1.327 -1.899 -2.171
O -0.966 -2.703 -1.791
```

Atom charges from the Mulliken analysis, given in e for atoms 1 to 4: -1.209 0.989 1.159 -0.543



ORCA calculation (the ωB97M-V functional and the def2-TZVPD basis) on a cluster of 2 separate species, C4H7Cl2NO2 in total in a non-equilibrium geometry.

E_HOMO: -9.795 eV
HOMO-LUMO gap: 10.26 eV
maximum force: 0.0779 Eh/bohr
E_tot: -34890.50078 eV
relative energy (zero: lowest compared OMol25 entry of this formula, charge and spin): 0.964 eV

```
16
C4H7Cl2NO2 (the ωB97M-V functional and the def2-TZVPD basis)
C 0.359 1.767 -1.258
N -0.327 0.616 -0.641
C -0.790 0.695 0.696
C -1.299 -0.770 0.936
O -2.031 -1.266 1.714
O -0.953 -1.432 -0.193
C -0.093 -0.681 -0.992
Cl 1.666 -1.206 -0.316
H -0.172 2.749 -1.272
H 1.226 1.855 -0.717
H 0.615 1.533 -2.418
H -0.136 0.904 1.485
H -1.713 1.465 0.828
H -0.320 -0.871 -2.084
Cl 1.640 -3.177 2.391
H 2.328 -2.181 1.841
```

Atom charges from the Mulliken analysis, given in e for atoms 1 to 4: -0.866 0.052 -0.393 0.465



ORCA calculation (the ωB97M-V functional and the def2-TZVPD basis) on a cluster of 10 separate species, C33H94N6O20P2S8 in total in a non-equilibrium geometry.

E_HOMO: -8.465 eV
HOMO-LUMO gap: 8.54 eV
maximum force: 0.0754 Eh/bohr
E_tot: -190892.19337 eV
relative energy (zero: lowest compared OMol25 entry of this formula, charge and spin): 0.202 eV

```
163
C33H94N6O20P2S8 (the ωB97M-V functional and the def2-TZVPD basis)
O 0.742 3.300 -1.352
S 1.877 4.184 -1.620
O 2.854 4.383 -0.636
O 2.564 3.739 -2.938
C 1.794 3.144 -4.000
C 1.955 4.016 -5.208
C 1.237 5.858 -2.115
H 0.799 3.068 -3.570
H 2.285 2.185 -4.221
H 1.230 3.761 -5.970
H 2.898 4.006 -5.607
H 1.744 5.058 -4.930
H 2.006 6.536 -2.342
H 0.549 6.207 -1.334
H 0.601 5.756 -2.965
O -3.373 -4.207 3.765
S -2.857 -3.049 4.396
O -3.318 -2.710 5.709
O -1.229 -3.089 4.322
C -0.715 -4.401 4.406
C 0.690 -4.426 3.816
C -3.013 -1.571 3.367
H -1.431 -5.105 3.968
H -0.738 -4.683 5.461
H 0.743 -4.169 2.766
H 1.034 -5.453 3.847
H 1.263 -3.731 4.387
H -2.342 -0.815 3.753
H -4.086 -1.357 3.364
H -2.879 -1.887 2.370
O -6.872 -3.705 0.337
S -5.588 -3.498 -0.293
O -5.079 -4.534 -1.213
O -5.604 -2.110 -0.980
C -4.593 -1.800 -2.020
C -5.313 -1.879 -3.390
C -4.375 -3.404 0.936
H -3.779 -2.516 -2.054
H -4.117 -0.849 -1.730
H -6.025 -1.070 -3.484
H -5.738 -2.832 -3.444
H -4.689 -1.776 -4.313
H -3.432 -3.041 0.555
H -4.281 -4.413 1.339
H -4.737 -2.742 1.763
O -1.260 -2.575 -3.793
S -0.642 -3.876 -3.966
O 0.702 -3.992 -4.477
O -0.644 -4.772 -2.699
C -1.804 -4.637 -1.728
C -1.746 -6.020 -1.010
C -1.647 -4.875 -5.048
H -2.707 -4.452 -2.357
H -1.519 -3.773 -1.121
H -0.786 -6.211 -0.514
H -1.905 -6.719 -1.832
H -2.580 -6.189 -0.342
H -1.239 -5.867 -5.099
H -1.489 -4.418 -6.102
H -2.661 -4.938 -4.830
O -1.369 5.641 -3.695
S -2.386 5.388 -4.645
O -2.258 5.788 -6.018
O -2.496 3.829 -4.772
C -2.687 3.090 -3.522
C -4.153 2.639 -3.214
C -3.967 5.805 -4.023
H -2.199 3.671 -2.689
H -2.025 2.226 -3.682
H -4.346 2.787 -2.169
H -4.200 1.596 -3.509
H -4.756 3.237 -3.822
H -3.920 6.868 -3.954
H -4.060 5.261 -3.072
H -4.757 5.475 -4.723
O 4.139 1.389 5.209
P 3.148 1.727 4.177
N 3.684 1.393 2.639
C 5.107 1.224 2.466
C 2.880 1.191 1.416
N 2.810 3.366 4.372
C 3.934 4.183 4.754
C 2.203 3.879 3.150
N 1.698 1.028 4.361
C 0.616 1.580 5.144
C 1.652 -0.437 4.106
H 5.575 1.001 3.457
H 5.619 2.067 2.039
H 5.388 0.399 1.850
H 3.240 0.243 0.946
H 2.975 2.069 0.698
H 1.820 1.118 1.661
H 4.351 3.710 5.624
H 4.655 4.337 3.950
H 3.525 5.158 5.090
H 1.177 3.379 3.049
H 1.941 4.950 3.305
H 2.814 3.833 2.192
H 0.835 2.620 5.283
H -0.277 1.645 4.553
H 0.501 1.062 6.160
H 1.845 -0.942 5.081
H 2.427 -0.709 3.365
H 0.663 -0.732 3.791
O 3.937 -2.073 1.025
P 4.996 -2.476 0.041
N 5.888 -1.204 -0.701
C 5.138 -0.409 -1.673
C 7.155 -0.561 -0.307
N 4.407 -3.202 -1.283
C 3.232 -4.041 -1.187
C 5.153 -3.451 -2.434
N 6.140 -3.441 0.751
C 6.490 -3.108 2.108
C 6.893 -4.385 0.018
H 4.931 0.597 -1.314
H 4.274 -0.948 -1.993
H 5.758 -0.349 -2.553
H 7.050 0.535 -0.142
H 7.870 -0.741 -1.116
H 7.453 -1.037 0.557
H 3.427 -5.142 -1.240
H 2.774 -3.846 -0.237
H 2.528 -3.757 -1.958
H 5.493 -4.510 -2.477
H 4.408 -3.414 -3.246
H 5.931 -2.734 -2.530
H 7.318 -2.408 2.151
H 5.647 -2.655 2.557
H 6.852 -3.953 2.679
H 7.377 -3.978 -0.853
H 6.321 -5.299 -0.123
H 7.662 -4.809 0.690
C -6.649 2.331 0.837
S -6.250 0.567 0.542
O -5.367 0.185 1.694
C -7.860 -0.142 0.877
H -7.106 2.776 -0.053
H -5.718 2.917 1.018
H -7.180 2.474 1.763
H -8.103 0.142 1.934
H -7.877 -1.252 0.643
H -8.574 0.402 0.254
C -0.097 -0.706 -1.307
S -1.473 -0.347 -0.297
O -1.941 -1.772 0.074
C -0.457 0.282 1.019
H 0.421 0.189 -1.682
H -0.397 -1.364 -2.092
H 0.721 -1.187 -0.757
H -0.025 1.240 0.665
H 0.297 -0.483 1.317
H -1.265 0.464 1.787
C -1.912 3.810 1.217
S -2.297 5.315 0.314
O -3.286 4.995 -0.719
C -3.080 6.218 1.606
H -2.762 3.260 1.687
H -1.124 3.896 1.990
H -1.506 3.160 0.429
H -3.757 5.620 2.159
H -3.685 7.088 1.247
H -2.290 6.620 2.262
```

Atom charges from the Mulliken analysis, given in e for atoms 1 to 4: -0.355 1.110 -0.668 -0.401



Repeat the second record exactly.
ORCA calculation (the ωB97M-V functional and the def2-TZVPD basis) on a cluster of 14 separate species, C6H37NO13 in total in a non-equilibrium geometry.

E_HOMO: -8.906 eV
HOMO-LUMO gap: 8.92 eV
maximum force: 0.0431 Eh/bohr
E_tot: -34927.54271 eV
relative energy (zero: lowest compared OMol25 entry of this formula, charge and spin): 5.293 eV

```
57
C6H37NO13 (the ωB97M-V functional and the def2-TZVPD basis)
C -0.218 -0.156 2.517
C 0.608 -0.697 1.338
C 1.092 0.419 0.417
C 0.377 1.353 -0.188
C 3.460 1.210 -0.135
C 2.520 0.720 0.688
N -1.244 -1.156 2.814
H 0.391 0.262 3.339
H -0.752 0.767 2.259
H -0.080 -1.442 0.932
H 1.448 -1.280 1.729
H -0.706 1.430 -0.263
H 0.857 2.255 -0.548
H 4.307 1.764 0.269
H 3.389 1.345 -1.185
H 2.956 0.617 1.683
H -2.000 -0.796 3.371
H -0.862 -2.045 3.100
H -2.602 3.767 0.657
H -1.307 3.995 -0.157
O -1.672 4.044 0.730
H 2.348 1.623 -3.491
H 1.442 2.606 -2.688
O 2.309 2.202 -2.722
H 1.219 -2.438 -1.719
H 2.120 -2.108 -2.918
O 1.241 -2.447 -2.673
H -3.164 2.319 2.005
H -3.422 1.369 0.929
O -3.657 2.283 1.174
H 3.374 -1.549 1.694
H 3.677 -2.490 0.639
O 4.102 -2.128 1.430
H 2.985 -0.197 -2.139
H 4.093 -1.168 -1.600
O 3.378 -1.065 -2.226
H 1.693 -4.400 0.450
H 0.194 -4.257 -0.106
O 0.840 -3.967 0.531
H 0.957 2.566 3.118
H 0.179 3.556 2.387
O 0.461 2.639 2.293
H -1.761 2.441 -2.689
H -0.538 3.350 -2.495
O -1.491 3.313 -2.375
H -2.900 -1.602 0.517
H -2.138 -0.437 1.082
O -3.020 -0.643 0.732
H -1.613 -3.276 0.660
H -2.536 -3.461 -0.676
O -2.469 -3.199 0.240
H -3.764 -0.064 -0.832
H -4.382 1.334 -1.002
O -3.893 0.662 -1.480
H -0.699 -3.285 -2.504
H -1.327 -1.899 -2.171
O -0.966 -2.703 -1.791
```

Atom charges from the Mulliken analysis, given in e for atoms 1 to 4: -1.209 0.989 1.159 -0.543